A structure of composition C30H16CuF5N8O, computed with ωB97M-V with the def2-TZVPD basis set.

Calculated values
- multiplicity = 2
- net charge = +1
- E_LUMO (spin up / spin down) (eV) = -4.85 / -4.84
- ⟨S²⟩ = 0.753
- HOMO energy (spin up / spin down) (Eh) = -0.3881 / -0.3870
- maximum force (eV/A) = 4.121

CARTESIAN COORDINATES (ANGSTROEM)
1 Cu 10.46 15.11 7.30
2 C 14.36 15.71 4.91
3 C 13.21 15.17 5.57
4 N 12.20 15.86 6.11
5 C 12.23 17.24 5.88
6 C 13.33 17.76 5.14
7 N 14.37 17.03 4.82
8 C 11.09 17.96 6.29
9 C 10.80 19.31 6.21
10 C 9.66 19.75 6.79
11 C 8.64 18.86 7.08
12 C 8.92 17.49 7.09
13 N 10.25 17.10 6.97
14 C 7.97 16.39 7.28
15 C 6.57 16.63 7.07
16 N 5.62 15.77 7.51
17 C 6.16 14.60 7.96
18 C 7.47 14.26 7.86
19 N 8.39 15.13 7.43
20 C 9.48 21.19 7.12
21 C 8.15 21.67 7.29
22 C 7.91 23.01 7.53
23 N 8.92 23.86 7.46
24 C 10.20 23.44 7.15
25 C 10.51 22.11 7.03
26 H 15.36 15.14 4.75
27 H 13.15 14.09 5.86
28 H 13.59 18.84 5.07
29 H 11.51 19.97 5.73
30 H 7.63 19.21 7.30
31 H 6.16 17.53 6.66
32 H 5.42 13.94 8.48
33 H 7.74 13.29 8.32
34 H 7.40 20.86 7.26
35 H 7.02 23.43 8.00
36 H 11.01 24.18 7.07
37 H 11.58 21.94 6.90
38 N 13.02 16.40 14.03
39 C 12.66 16.11 12.96
40 C 12.14 15.75 11.70
41 C 12.98 15.07 10.75
42 C 12.41 14.80 9.58
43 N 11.14 15.13 9.26
44 C 10.36 15.64 10.14
45 C 10.78 15.87 11.48
46 H 14.02 14.89 11.06
47 H 13.07 14.34 8.81
48 H 9.38 15.94 9.81
49 H 10.08 16.23 12.21
50 F 10.52 8.15 8.19
51 C 10.77 9.46 8.02
52 C 10.17 10.44 8.89
53 F 9.48 9.91 9.91
54 C 10.26 11.79 8.56
55 F 9.70 12.71 9.40
56 C 10.79 12.21 7.30
57 O 10.88 13.36 6.71
58 C 11.64 11.25 6.77
59 F 12.48 11.68 5.80
60 C 11.58 9.90 7.00
61 F 12.22 9.07 6.18

Löwdin atomic charge list, values in e, 5 entries: 0.6184 -0.0558 -0.0598 0.0949 -0.1526